No. 1
Density functional theory data (ωB97M-V/def2-TZVPD) for a structure of composition C11H15O2S5SbSe2Ti.

Last column: Löwdin charge in e.
CARTESIAN COORDINATES (ANGSTROEM)
Ti (0.690, -0.214, -0.482)  -0.27
S (-1.811, 1.292, -4.138)  -0.14
Sb (0.184, 1.246, -3.078)  0.04
S (-0.317, 1.816, -0.707)  0.12
S (0.630, -1.155, -2.515)  0.11
S (2.229, 2.091, -3.600)  -0.10
C (2.909, -3.089, -0.701)  -0.36
Se (3.178, -1.185, -0.482)  0.93
C (3.258, -1.133, 1.500)  -0.51
C (3.349, 0.301, 1.991)  -0.48
Se (1.942, 1.412, 1.127)  0.87
C (3.047, 2.177, -0.295)  -0.41
H (1.919, -3.363, -0.327)  0.01
H (3.701, -3.617, -0.169)  0.04
H (2.982, -3.294, -1.769)  0.03
H (4.123, -1.722, 1.819)  0.08
H (2.334, -1.617, 1.852)  0.03
H (4.325, 0.741, 1.766)  0.07
H (3.167, 0.347, 3.068)  0.07
H (3.237, 1.470, -1.117)  -0.06
H (3.986, 2.503, 0.150)  0.04
H (2.517, 3.043, -0.699)  0.02
O (-6.036, 1.353, -0.667)  0.14
C (-5.298, 1.387, 0.448)  -0.48
O (-5.647, 2.036, 1.396)  0.12
C (-4.047, 0.567, 0.473)  -0.11
C (-3.409, 0.057, -0.656)  -0.02
C (-2.252, -0.694, -0.518)  -0.19
C (-1.700, -0.903, 0.752)  -0.68
S (-0.184, -1.801, 0.936)  0.66
C (-2.339, -0.402, 1.883)  -0.09
C (-3.503, 0.320, 1.735)  0.01
H (-5.651, 0.819, -1.376)  0.10
H (-3.765, 0.260, -1.659)  0.10
H (-1.808, -1.163, -1.399)  0.06
H (-1.926, -0.604, 2.862)  0.11
H (-4.016, 0.717, 2.597)  0.12

The HOMO energy comes out at -8.3425 eV. Its net charge is 0. The gap between HOMO and LUMO comes out at 0.252 Eh. Its strongest force on any atom is 0.94 eV/Å. As for the energy above the lowest of the compared OMol25 structures with the same formula, charge and spin: 62.2 kJ/mol. Its spin multiplicity is 1.

=====

No. 2
Density functional theory data (ωB97M-V/def2-TZVPD) for a cluster of 18 separate species, C38H64N18O26 in total.

Last column: Löwdin charge in e.
CARTESIAN COORDINATES (ANGSTROEM)
C (-4.239, -2.660, -1.601)  0.08
N (-4.454, -3.496, -0.300)  -0.42
O (-3.970, -3.148, 0.739)  0.03
O (-5.264, -4.372, -0.372)  0.06
H (-4.784, -3.129, -2.443)  0.10
H (-3.187, -2.601, -1.817)  0.07
H (-4.674, -1.683, -1.401)  0.06
C (5.092, -1.574, 0.429)  0.06
N (4.463, -1.882, -0.892)  -0.42
O (3.338, -2.321, -0.949)  0.05
O (5.177, -1.649, -1.842)  0.06
H (5.704, -2.400, 0.618)  0.08
H (4.340, -1.425, 1.214)  0.08
H (5.653, -0.630, 0.242)  0.12
C (-5.148, -0.174, 3.098)  0.08
N (-5.728, -0.875, 1.873)  -0.43
O (-5.396, -0.480, 0.783)  0.04
O (-6.550, -1.747, 2.034)  0.07
H (-5.903, 0.444, 3.562)  0.10
H (-4.242, 0.260, 2.757)  0.06
H (-4.925, -1.039, 3.710)  0.08
C (0.886, 6.552, -1.715)  0.07
N (1.715, 6.683, -2.983)  -0.46
O (1.269, 6.193, -3.980)  0.04
O (2.792, 7.162, -2.884)  0.10
H (1.305, 7.204, -0.977)  0.08
H (0.929, 5.524, -1.434)  0.08
H (-0.132, 6.812, -1.993)  0.10
C (-2.778, -8.574, 0.236)  0.04
N (-2.011, -7.834, 1.214)  -0.43
O (-2.514, -7.367, 2.232)  0.06
O (-0.801, -7.886, 0.978)  0.04
H (-3.768, -8.580, 0.642)  0.09
H (-2.370, -9.589, 0.132)  0.12
H (-2.741, -7.947, -0.660)  0.11
C (-0.266, 2.340, 3.352)  0.06
N (1.103, 2.824, 3.685)  -0.42
O (1.943, 2.777, 2.783)  0.03
O (1.284, 3.152, 4.864)  0.03
H (-0.059, 1.342, 2.943)  0.08
H (-0.629, 3.026, 2.554)  0.10
H (-0.943, 2.320, 4.213)  0.11
C (3.486, 2.490, 0.009)  0.04
N (4.601, 3.122, -0.794)  -0.42
O (5.565, 2.465, -1.112)  0.05
O (4.489, 4.311, -1.135)  0.03
H (3.876, 1.904, 0.803)  0.07
H (2.920, 1.900, -0.709)  0.06
H (2.918, 3.316, 0.367)  0.07
C (-0.936, 4.115, -3.309)  0.01
N (-1.691, 4.227, -2.060)  -0.40
O (-2.754, 4.885, -2.058)  0.03
O (-1.238, 3.629, -1.092)  0.04
H (-1.363, 3.215, -3.845)  0.09
H (0.110, 3.894, -3.110)  0.08
H (-1.180, 4.964, -3.923)  0.10
C (-3.432, 4.588, 0.948)  0.06
N (-3.470, 3.299, 1.698)  -0.44
O (-3.789, 3.342, 2.849)  0.07
O (-3.050, 2.304, 1.118)  0.03
H (-4.140, 5.302, 1.363)  0.10
H (-3.428, 4.313, -0.091)  0.04
H (-2.418, 4.987, 1.228)  0.12
C (-3.225, -4.995, 4.338)  0.07
N (-2.663, -3.780, 3.583)  -0.41
O (-2.907, -2.696, 4.025)  0.06
O (-1.975, -4.005, 2.576)  0.01
H (-4.113, -5.366, 3.797)  0.11
H (-3.417, -4.496, 5.253)  0.07
H (-2.452, -5.782, 4.422)  0.10
C (0.400, -0.275, -4.076)  0.02
N (0.457, 0.567, -5.273)  -0.43
O (-0.175, 1.619, -5.238)  0.02
O (1.029, 0.190, -6.280)  0.08
H (-0.416, -0.972, -4.297)  0.11
H (0.250, 0.315, -3.171)  0.09
H (1.288, -0.896, -3.975)  0.08
C (2.623, 6.049, 3.669)  0.08
N (1.415, 6.203, 2.734)  -0.40
O (0.491, 5.392, 2.838)  0.03
O (1.407, 7.045, 1.875)  0.07
H (3.321, 5.597, 3.021)  0.08
H (2.409, 5.432, 4.530)  0.08
H (3.056, 7.042, 3.867)  0.11
C (1.582, -6.000, 2.155)  0.03
N (1.880, -4.725, 2.795)  -0.43
O (2.538, -3.877, 2.195)  0.05
O (1.480, -4.686, 3.961)  0.04
H (0.839, -5.834, 1.326)  0.11
H (1.205, -6.609, 2.999)  0.11
H (2.510, -6.331, 1.730)  0.09
N (0.491, -3.831, -3.337)  0.08
C (-0.458, -4.660, -3.034)  -0.19
C (-1.174, -4.565, -1.864)  -0.09
C (-0.773, -3.717, -0.822)  -0.07
C (0.256, -2.901, -1.148)  -0.07
C (0.907, -3.071, -2.336)  -0.17
H (-0.861, -5.341, -3.776)  0.10
H (-2.130, -5.147, -1.724)  0.11
H (-1.266, -3.738, 0.127)  0.08
H (0.616, -2.082, -0.491)  0.09
H (1.855, -2.476, -2.437)  0.10
N (-3.039, 1.573, -3.125)  0.07
C (-3.365, 0.798, -4.196)  -0.16
C (-4.519, 0.135, -4.300)  -0.09
C (-5.492, 0.209, -3.271)  -0.08
C (-5.261, 1.033, -2.167)  -0.02
C (-3.906, 1.623, -2.144)  -0.12
H (-2.598, 0.685, -4.954)  0.09
H (-4.755, -0.469, -5.207)  0.12
H (-6.398, -0.330, -3.346)  0.09
H (-5.842, 1.112, -1.281)  0.08
H (-3.611, 2.279, -1.303)  0.08
N (1.356, 0.164, 0.699)  0.08
C (0.277, 0.423, 0.020)  -0.19
C (-0.989, 0.047, 0.313)  -0.08
C (-1.137, -0.832, 1.338)  -0.05
C (0.023, -1.255, 2.044)  -0.04
C (1.230, -0.640, 1.743)  -0.16
H (0.418, 1.092, -0.824)  0.10
H (-1.725, 0.486, -0.312)  0.09
H (-2.106, -1.199, 1.626)  0.09
H (-0.014, -1.872, 2.910)  0.09
H (2.139, -0.796, 2.311)  0.09
N (5.532, 0.000, 3.783)  0.05
C (4.620, 0.857, 4.049)  -0.20
C (3.417, 0.552, 4.684)  -0.07
C (3.138, -0.779, 4.852)  -0.11
C (4.051, -1.773, 4.504)  -0.07
C (5.282, -1.325, 3.946)  -0.14
H (4.758, 1.922, 3.845)  0.11
H (2.829, 1.364, 5.122)  0.09
H (2.315, -1.131, 5.484)  0.12
H (3.846, -2.865, 4.578)  0.10
H (6.109, -2.031, 3.708)  0.11
N (2.731, 2.124, -3.279)  0.07
C (3.681, 1.199, -3.274)  -0.18
C (4.723, 1.127, -4.227)  -0.02
C (4.720, 2.012, -5.380)  -0.05
C (3.616, 2.812, -5.498)  -0.05
C (2.746, 2.858, -4.375)  -0.16
H (3.830, 0.672, -2.400)  0.05
H (5.508, 0.358, -4.133)  0.11
H (5.554, 2.029, -6.071)  0.10
H (3.451, 3.402, -6.372)  0.10
H (1.961, 3.631, -4.441)  0.09

The HOMO energy comes out at -9.0903 eV. Its net charge is 0. The gap between HOMO and LUMO comes out at 0.314 Eh. Its strongest force on any atom is 3.95 eV/Å. Its spin multiplicity is 1.

=====

No. 3
Density functional theory data (ωB97M-V/def2-TZVPD) for a cluster of 7 separate species, C51H52O17 in total.

Last column: Löwdin charge in e.
CARTESIAN COORDINATES (ANGSTROEM)
C (-2.495, 4.607, 2.381)  -0.11
C (-1.057, 4.897, 1.925)  -0.26
C (-0.977, 6.053, 0.930)  -0.21
C (-1.270, 5.647, -0.519)  -0.21
C (-0.410, 4.495, -1.033)  -0.21
C (-0.493, 4.381, -2.559)  -0.19
C (-1.851, 3.804, -3.029)  -0.18
C (-1.708, 2.362, -3.540)  -0.19
C (-1.735, 1.270, -2.463)  -0.16
C (-2.934, 1.312, -1.533)  -0.15
O (-2.839, 0.300, -0.506)  0.03
C (-1.874, 0.613, 0.382)  -0.65
O (-1.982, 1.507, 1.138)  0.17
O (-0.839, -0.177, 0.270)  0.06
C (-0.028, -0.274, 1.449)  -0.14
C (0.924, 0.923, 1.615)  -0.13
C (2.305, 0.510, 2.147)  -0.07
C (3.374, 0.978, 1.196)  -0.51
O (3.218, 1.152, 0.056)  0.15
O (4.617, 1.184, 1.754)  0.07
H (-2.831, 5.278, 3.167)  0.07
H (-3.157, 4.601, 1.522)  0.06
H (-2.487, 3.613, 2.823)  0.06
H (-0.682, 3.977, 1.495)  0.07
H (-0.449, 5.089, 2.811)  0.10
H (-1.686, 6.821, 1.235)  0.11
H (0.040, 6.443, 0.969)  0.10
H (-2.329, 5.398, -0.600)  0.10
H (-1.104, 6.523, -1.150)  0.11
H (-0.783, 3.590, -0.555)  0.09
H (0.639, 4.625, -0.764)  0.12
H (0.322, 3.781, -2.954)  0.09
H (-0.372, 5.393, -2.948)  0.10
H (-2.577, 3.916, -2.229)  0.09
H (-2.205, 4.437, -3.839)  0.11
H (-0.729, 2.300, -4.007)  0.07
H (-2.427, 2.173, -4.337)  0.11
H (-0.783, 1.312, -1.933)  0.11
H (-1.760, 0.312, -2.978)  0.12
H (-3.811, 1.067, -2.126)  0.13
H (-3.122, 2.285, -1.086)  0.11
H (0.605, -1.133, 1.297)  0.10
H (-0.597, -0.482, 2.348)  0.14
H (0.453, 1.587, 2.333)  0.11
H (0.958, 1.441, 0.661)  0.12
H (2.338, -0.562, 2.334)  0.12
H (2.466, 1.015, 3.099)  0.12
H (4.466, 1.754, 2.523)  0.12
O (6.536, 1.557, -3.666)  0.11
C (5.340, 1.595, -3.865)  -0.38
C (4.374, 1.154, -2.830)  0.03
C (3.061, 1.193, -3.049)  0.02
C (2.512, 1.683, -4.335)  -0.39
O (1.313, 1.721, -4.534)  0.08
C (3.477, 2.124, -5.372)  0.02
C (4.788, 2.084, -5.153)  0.03
H (4.791, 0.803, -1.896)  0.11
H (2.342, 0.875, -2.306)  0.11
H (3.055, 2.475, -6.305)  0.12
H (5.509, 2.401, -5.896)  0.12
O (0.380, -3.017, 2.570)  0.09
C (0.086, -4.006, 1.929)  -0.36
C (-0.952, -3.954, 0.871)  0.01
C (-1.277, -5.038, 0.173)  0.02
C (-0.615, -6.342, 0.421)  -0.39
O (-0.912, -7.331, -0.215)  0.11
C (0.425, -6.393, 1.480)  0.02
C (0.750, -5.308, 2.179)  0.02
H (-1.424, -2.995, 0.704)  0.11
H (-2.033, -5.022, -0.601)  0.13
H (0.895, -7.353, 1.647)  0.12
H (1.505, -5.322, 2.955)  0.12
O (1.912, -4.921, -5.609)  0.11
C (2.125, -3.844, -6.124)  -0.39
C (2.704, -3.743, -7.487)  0.02
C (2.940, -2.562, -8.051)  0.02
C (2.634, -1.295, -7.343)  -0.38
O (2.848, -0.217, -7.857)  0.10
C (2.055, -1.396, -5.981)  0.03
C (1.819, -2.577, -5.416)  0.03
H (2.920, -4.678, -7.988)  0.12
H (3.362, -2.467, -9.044)  0.12
H (1.838, -0.462, -5.480)  0.09
H (1.397, -2.670, -4.423)  0.12
O (-6.905, 1.999, 6.618)  0.10
C (-6.665, 2.656, 5.628)  -0.39
C (-6.492, 4.128, 5.703)  0.02
C (-6.229, 4.849, 4.616)  0.02
C (-6.098, 4.212, 3.283)  -0.39
O (-5.858, 4.868, 2.293)  0.10
C (-6.271, 2.740, 3.207)  0.03
C (-6.533, 2.019, 4.294)  0.02
H (-6.591, 4.574, 6.685)  0.12
H (-6.100, 5.923, 4.650)  0.12
H (-6.170, 2.294, 2.226)  0.12
H (-6.661, 0.945, 4.260)  0.12
O (-4.622, -6.969, 5.853)  0.11
C (-4.397, -6.228, 4.921)  -0.39
C (-4.017, -4.809, 5.138)  0.02
C (-3.771, -3.997, 4.113)  0.02
C (-3.866, -4.474, 2.713)  -0.38
O (-3.637, -3.734, 1.778)  0.09
C (-4.245, -5.891, 2.494)  0.02
C (-4.491, -6.704, 3.518)  0.03
H (-3.952, -4.480, 6.167)  0.12
H (-3.492, -2.959, 4.250)  0.12
H (-4.308, -6.220, 1.465)  0.12
H (-4.768, -7.742, 3.381)  0.12
O (9.419, -3.208, 0.710)  0.11
C (8.286, -3.106, 1.126)  -0.39
C (7.487, -1.875, 0.901)  0.03
C (6.244, -1.766, 1.362)  0.03
C (5.602, -2.869, 2.117)  -0.38
O (4.466, -2.768, 2.534)  0.10
C (6.399, -4.099, 2.343)  0.02
C (7.642, -4.209, 1.884)  0.02
H (7.972, -1.081, 0.346)  0.13
H (5.645, -0.879, 1.211)  0.10
H (5.913, -4.892, 2.898)  0.12
H (8.240, -5.099, 2.037)  0.12

The HOMO energy comes out at -10.2291 eV. As for the SMILES: CCCCCCCCCCOC(=O)OCCCC(=O)O.O=C1C=CC(=O)C=C1.O=C1C=CC(=O)C=C1.O=C1C=CC(=O)C=C1.O=C1C=CC(=O)C=C1.O=C1C=CC(=O)C=C1.O=C1C=CC(=O)C=C1. Its net charge is 0. The gap between HOMO and LUMO comes out at 0.312 Eh. Its strongest force on any atom is 3.05 eV/Å. As for the energy above the lowest of the compared OMol25 structures with the same formula, charge and spin: 0.0 kJ/mol. Its spin multiplicity is 1.

=====

No. 4
Density functional theory data (ωB97M-V/def2-TZVPD) for the molecule C16H17NO2S.

Last column: Löwdin charge in e.
CARTESIAN COORDINATES (ANGSTROEM)
C (2.113, 1.443, 3.249)  -0.06
C (2.114, 1.206, 1.742)  -0.24
O (0.974, 0.498, 1.302)  -0.07
C (0.905, -0.860, 1.469)  -0.19
C (1.896, -1.670, 1.999)  -0.03
C (1.704, -3.042, 2.080)  -0.09
C (0.529, -3.615, 1.637)  -0.09
C (-0.474, -2.819, 1.109)  -0.01
C (-0.295, -1.449, 1.023)  -0.14
N (-1.257, -0.577, 0.501)  0.13
C (-2.231, -0.854, -0.390)  -0.55
O (-2.563, -1.958, -0.763)  0.07
C (-2.962, 0.380, -0.921)  -0.36
S (-2.058, 1.955, -0.827)  0.96
C (-0.490, 1.610, -1.587)  -0.53
C (-0.226, 0.466, -2.324)  -0.08
C (1.041, 0.272, -2.847)  -0.07
C (2.038, 1.211, -2.649)  -0.09
C (1.763, 2.362, -1.928)  -0.09
C (0.505, 2.562, -1.395)  -0.13
H (2.985, 2.029, 3.528)  0.08
H (2.133, 0.501, 3.791)  0.07
H (1.216, 1.986, 3.537)  0.08
H (2.054, 2.162, 1.213)  0.12
H (3.030, 0.696, 1.424)  0.12
H (2.827, -1.250, 2.344)  0.10
H (2.489, -3.657, 2.494)  0.10
H (0.386, -4.683, 1.701)  0.10
H (-1.393, -3.251, 0.749)  0.11
H (-1.040, 0.401, 0.667)  0.09
H (-3.856, 0.545, -0.316)  0.09
H (-3.280, 0.192, -1.947)  0.09
H (-0.986, -0.279, -2.495)  0.10
H (1.244, -0.626, -3.411)  0.11
H (3.024, 1.048, -3.057)  0.10
H (2.533, 3.103, -1.774)  0.10
H (0.279, 3.451, -0.826)  0.10

The HOMO energy comes out at -8.1449 eV. As for the SMILES: CCOc1ccccc1NC(=O)CSc1ccccc1. Its net charge is 0. The gap between HOMO and LUMO comes out at 0.324 Eh. Its strongest force on any atom is 0.56 eV/Å. As for the energy above the lowest of the compared OMol25 structures with the same formula, charge and spin: 3.4 kJ/mol. Its spin multiplicity is 1.

=====

No. 5
Density functional theory data (ωB97M-V/def2-TZVPD) for a cluster of 2 separate species, C4H8N2O in total.

Last column: Löwdin charge in e.
CARTESIAN COORDINATES (ANGSTROEM)
H (-0.676, -1.167, 1.284)  0.05
N (-0.162, -1.688, 0.575)  0.09
C (0.005, -1.173, -0.563)  -0.20
C (-0.775, 0.162, -1.122)  -0.38
C (-1.740, 0.815, -0.169)  -0.03
O (-0.854, 0.305, -2.315)  0.08
H (0.372, -1.733, -1.417)  0.11
H (-1.238, 1.633, 0.347)  0.08
H (-2.166, 0.147, 0.576)  0.07
H (-2.606, 1.195, -0.707)  0.09
C (2.271, 0.365, 0.449)  -0.14
N (1.489, 0.794, 1.337)  0.04
H (3.211, 0.878, 0.269)  0.06
H (2.133, -0.659, -0.076)  0.08
H (0.735, 0.127, 1.531)  0.00

The HOMO energy comes out at -9.6300 eV. As for the SMILES: [H]/N=C\C(C)=O.C=N. Its net charge is 0. The gap between HOMO and LUMO comes out at 0.354 Eh. Its strongest force on any atom is 2.90 eV/Å. As for the energy above the lowest of the compared OMol25 structures with the same formula, charge and spin: 327.1 kJ/mol. Its spin multiplicity is 1.

=====

Which formula does entry 4 have?
C16H17NO2S